1.
C12H26NO3 | the ωB97M-V functional and the def2-TZVPD basis

Cartesian coordinates (Å):
O1 4.92185 1.01928 -1.67320
C1 5.11236 -0.15234 -1.46828
C2 4.09360 -1.00094 -0.72378
C3 2.71087 -0.84585 -1.36814
C4 1.55656 -1.51200 -0.62352
C5 1.20416 -0.48964 0.46876
C6 1.49031 0.77649 -0.25537
N1 2.27234 0.58377 -1.24366
H1 5.99649 -0.65988 -1.89172
H2 4.38078 -2.05104 -0.72883
H3 4.06220 -0.66230 0.31404
H4 2.76330 -1.11698 -2.41946
H5 0.70810 -1.54467 -1.30635
H6 1.78117 -2.50957 -0.26318
H7 0.14583 -0.55100 0.71845
H8 1.83297 -0.56918 1.35764
H9 1.09216 1.75571 -0.02467
H10 2.61113 1.32418 -1.84733
C7 -2.65072 2.80686 -2.66125
C8 -2.09893 2.86932 -1.25164
C9 -1.63837 4.25946 -0.86049
O2 -1.01970 1.91676 -1.09398
H11 -1.88788 3.11597 -3.38276
H12 -2.97423 1.79635 -2.90670
H13 -3.50077 3.47967 -2.77167
H14 -2.85409 2.51952 -0.54581
H15 -0.85094 4.60432 -1.53797
H16 -1.25406 4.27074 0.15920
H17 -2.46126 4.97108 -0.92422
H18 -0.37754 2.16985 -1.76977
C10 -0.97014 -2.54188 3.38575
C11 -2.00711 -2.15954 2.34444
C12 -3.41828 -2.51788 2.77022
O3 -1.67750 -2.76227 1.08484
H19 -0.98686 -3.62125 3.55899
H20 0.03037 -2.27572 3.04006
H21 -1.14951 -2.04867 4.34142
H22 -1.95400 -1.08430 2.15047
H23 -3.49934 -3.59593 2.93381
H24 -4.13565 -2.23083 2.00275
H25 -3.68395 -2.01789 3.70197
H26 -1.71574 -3.71780 1.21093

## Properties
**ΔE to the lowest compared entry with this formula, charge and spin**: 0.0 kcal/mol
**Maximum force**: 0.8 eV/A
**DFT total energy**: -20491.597 eV
**Gap between HOMO and LUMO**: 9.075 eV
**Charge**: +1



2.
C12H26NO3P2Ru | the ωB97M-V functional and the def2-TZVPD basis

Cartesian coordinates (Å):
Ru1 0.35757 -0.13150 0.88396
P1 -1.50168 -1.20237 1.26443
C1 -2.42852 -0.75245 -0.25944
C2 -2.15210 0.69705 -0.60436
N1 -0.91839 1.14287 -0.28149
C3 -0.45358 2.34049 -0.71358
C4 -1.34549 3.24058 -1.29651
C5 -2.65668 2.85162 -1.56184
C6 -3.07291 1.56858 -1.20713
C7 1.03337 2.58315 -0.54777
P2 1.85088 0.93777 -0.32021
H1 -4.09045 1.20348 -1.35955
H2 -0.93341 4.19543 -1.61782
H3 -3.34684 3.52206 -2.07483
H4 1.48623 3.04964 -1.43232
H5 1.29842 3.22669 0.31114
H6 -1.98880 -1.49257 -0.98689
H7 -3.48629 -0.93674 -0.05081
H8 0.92954 -2.44986 -2.29077
O1 -0.05408 -2.28984 -2.15182
H9 -0.42400 -2.59746 -2.99331
H10 2.78130 -2.56312 -1.15321
O2 2.58910 -2.57677 -2.11634
H11 3.42135 -2.78992 -2.58515
C8 2.15157 0.36208 -2.01454
H12 2.51728 1.21853 -2.60370
H13 2.83701 -0.50312 -2.07426
H14 1.17050 0.01623 -2.37288
C9 3.41170 1.30573 0.46495
H15 3.93937 0.34765 0.48983
H16 3.99242 2.05826 -0.08015
H17 3.20210 1.64549 1.48490
C10 -2.38588 -0.47506 2.67944
H18 -3.45939 -0.69404 2.66899
H19 -1.92204 -0.92175 3.56715
H20 -2.22485 0.61012 2.70672
C11 -1.73299 -2.97880 1.34645
H21 -1.04833 -3.30900 2.13055
H22 -2.75238 -3.29811 1.59529
H23 -1.43179 -3.41576 0.38902
C12 1.40068 -0.58542 2.98465
O3 0.72437 0.60317 2.61117
H24 2.47625 -0.43182 3.14809
H25 1.27835 -1.32004 2.12447
H26 0.96149 -1.01115 3.89952

## Properties
**ΔE to the lowest compared entry with this formula, charge and spin**: 0.0 kcal/mol
**Maximum force**: 3.9 eV/A
**DFT total energy**: -41626.258 eV
**2S+1**: 5
**Gap between HOMO and LUMO (spin up / spin down)**: 7.532 / 4.675 eV
**⟨S²⟩**: 6.034
**Charge**: +3



3.
C12H26O3 | the ωB97M-V functional and the def2-TZVPD basis

Cartesian coordinates (Å):
C1 6.75815 0.69237 -0.62238
C2 5.47685 0.99735 0.22320
C3 4.25913 -0.04940 -0.19312
C4 2.93215 0.40645 0.47680
C5 1.91089 -0.75520 0.78263
C6 1.12328 -1.65144 -0.27870
C7 -0.04328 -1.02649 -0.98944
C8 -1.32664 -0.90295 -0.15745
C9 -4.37042 -0.03273 0.27685
C10 -5.18449 -1.26991 -0.15495
C11 -3.85098 0.34166 1.69873
C12 -4.58920 2.22315 -0.64582
H1 6.95729 -0.38392 -0.40898
H2 7.48781 1.34328 -0.28820
H3 6.56534 1.14202 -1.58596
H4 5.06134 1.94969 0.13887
H5 5.54088 0.89244 1.30313
H6 4.32180 0.17170 -1.31166
H7 4.35896 -1.13518 -0.03736
H8 3.15904 0.74730 1.59924
H9 2.39053 1.19271 -0.15464
H10 1.04501 -0.23404 1.13655
H11 2.27866 -1.45551 1.45761
H12 2.00796 -2.04820 -0.89540
H13 0.59953 -2.43984 0.25762
H14 -0.64474 -1.71033 -1.56936
H15 0.08669 -0.09616 -1.43515
H16 -2.07293 -1.72295 -0.01025
H17 -1.18368 -0.45749 0.80774
H18 -6.07570 -1.36794 0.43211
H19 -4.54928 -2.18799 0.11288
H20 -5.35245 -1.29804 -1.22511
H21 -4.47889 1.03457 2.24698
H22 -2.95786 0.94547 1.42546
H23 -3.44577 -0.45837 2.28008
H24 -5.29822 3.09469 -0.90370
H25 -4.29409 2.01051 -1.80077
H26 -3.79848 2.61990 -0.13221
O1 -2.10865 0.15729 -0.70275
O2 -3.44208 -0.29900 -0.94323
O3 -5.25343 1.02054 -0.20989

## Properties
**ΔE to the lowest compared entry with this formula, charge and spin**: 92.9 kcal/mol
**Maximum force**: 6.6 eV/A
**DFT total energy**: -19000.479 eV
**Gap between HOMO and LUMO**: 10.175 eV
**Structure (SMILES)**: CCCCCCCCOOC(C)(C)OC



4.
C12H27BCaCl2F3KN4O10PS2 | the ωB97M-V functional and the def2-TZVPD basis

Cartesian coordinates (Å):
N1 0.43941 1.73793 2.67209
C1 1.77428 1.63950 2.74193
N2 2.51022 1.06567 1.74185
N3 2.41380 2.13203 3.91430
P1 3.28179 0.90413 4.78800
O1 2.66576 -0.51201 4.49088
O2 4.82013 0.83565 4.33760
S1 3.23297 1.27211 6.65540
H1 0.07080 0.82925 2.39090
H2 0.11427 1.84501 3.63126
H3 3.25699 1.61223 1.25883
H4 2.32880 0.10848 1.49910
H5 3.07378 2.94041 3.72538
H6 2.31806 -0.62003 3.59277
H7 4.97987 1.23175 3.46526
B1 -3.90289 1.41344 0.26958
O3 -2.94198 0.65923 1.17586
C2 -2.14680 -0.01585 0.44415
O4 -1.24778 -0.73849 0.86991
C3 -2.47962 0.19698 -1.03458
O5 -1.88653 -0.33654 -1.93731
O6 -3.48327 1.01510 -1.11753
F1 -3.75392 2.75154 0.45261
F2 -5.18032 1.00485 0.51743
O7 5.30626 -0.76016 8.57375
H8 4.84017 -0.13634 8.00440
H9 5.45381 -1.53349 8.02000
O8 -1.13306 0.10049 -4.98960
H10 -0.28493 0.51773 -4.80994
H11 -1.48150 -0.12361 -4.11799
N4 3.15894 -1.61143 -4.67757
C4 1.97214 -2.21176 -4.72633
C5 1.23350 -2.37064 -5.88706
C6 1.75654 -1.87517 -7.06840
C7 2.99010 -1.24707 -7.03939
C8 3.64709 -1.14349 -5.82328
H12 1.60131 -2.58025 -3.77648
H13 0.27449 -2.86746 -5.86367
H14 1.21149 -1.97658 -7.99726
H15 3.43482 -0.84572 -7.93908
H16 4.61656 -0.66210 -5.75645
K1 -1.59918 -3.11104 0.65972
C9 -2.14767 -5.60044 -3.01420
O9 -1.12709 -4.86772 -2.61876
H17 -3.07899 -5.00657 -3.24716
H18 -2.00058 -6.17852 -3.94638
H19 -2.53756 -6.33481 -2.26963
Ca1 4.09813 3.37769 1.89725
C10 -7.69450 1.11491 -1.49635
S2 -9.25952 1.48157 -0.70108
O10 -9.86706 0.18377 -0.31565
C11 -10.11276 2.04844 -2.17740
H20 -7.02213 0.70866 -0.74780
H21 -7.85230 0.38277 -2.28890
H22 -7.26957 2.03176 -1.90425
H23 -10.11167 1.25620 -2.92547
H24 -9.61478 2.93795 -2.56216
H25 -11.13595 2.29298 -1.90278
C12 7.72280 1.85227 5.88957
Cl1 8.20508 3.04312 4.66022
Cl2 8.04877 2.42489 7.51059
H26 6.65869 1.67185 5.79060
H27 8.28865 0.94680 5.70842
F3 10.36345 2.26282 5.34071

## Properties
**Maximum force**: 4.2 eV/A
**DFT total energy**: -138900.951 eV
**Gap between HOMO and LUMO**: 1.041 eV
**Charge**: +1



5.
C12H27BINO8PS2 | the ωB97M-V functional and the def2-TZVPD basis

Cartesian coordinates (Å):
C1 -5.47907 -1.91631 0.42607
C2 -4.81663 -1.25146 -0.92067
C3 -4.46822 -2.34510 -2.11001
C4 -3.22982 -3.35799 -1.71027
C5 -1.86086 -2.59917 -1.21811
C6 -1.33402 -1.40862 -2.22273
C7 0.27839 -1.09805 -2.12985
C8 0.81120 -1.15336 -0.54528
C9 2.39607 -0.75610 -0.42015
C10 2.76780 0.80887 -0.64790
C11 2.14068 1.88947 0.39956
P1 0.22951 2.26981 0.32343
O1 -0.03557 3.84866 0.52041
O2 -0.67922 1.47610 1.57818
O3 -0.44184 1.92006 -1.28414
O4 2.64110 3.17145 -0.20853
S1 3.73270 4.05973 0.75732
O5 3.07652 5.38072 1.23455
O6 5.06436 4.57175 0.13563
O7 4.00431 2.79443 1.88705
C12 2.71239 2.03136 1.92655
S2 1.75345 3.05185 3.19551
B1 3.14024 0.71925 2.80692
N1 2.24494 -0.10923 3.71441
O8 4.57309 0.26424 2.71743
H1 -5.95603 -1.03466 1.07280
H2 -6.33748 -2.68722 0.21841
H3 -4.63535 -2.39058 1.10204
H4 -5.62981 -0.50843 -1.36113
H5 -3.88332 -0.56067 -0.65041
H6 -4.12435 -1.78955 -3.10744
H7 -5.42772 -3.02027 -2.28826
H8 -2.94251 -4.12318 -2.55154
H9 -3.61052 -4.01045 -0.79164
H10 -1.04180 -3.45084 -1.05240
H11 -2.03465 -2.11147 -0.15075
H12 -1.52319 -1.81173 -3.33020
H13 -2.02157 -0.46740 -2.07249
H14 0.84588 -1.95703 -2.69901
H15 0.58191 -0.06396 -2.64051
H16 0.74315 -2.31167 -0.26089
H17 0.09467 -0.60629 0.19899
H18 2.94528 -1.36000 -1.29331
H19 2.79191 -1.24304 0.57470
H20 3.95699 0.89898 -0.63566
H21 2.44459 1.12993 -1.74382
H22 -0.17731 0.68548 1.93323
H23 -1.36310 1.50048 -1.17707
H24 2.54093 3.13198 4.38493
H25 1.32082 -0.20716 3.24019
H26 2.14055 0.35077 4.64514
H27 4.60231 -0.50474 2.05741
I1 6.47822 6.26035 0.17335

## Properties
**Maximum force**: 7.0 eV/A
**DFT total energy**: -70482.423 eV
**Gap between HOMO and LUMO**: 4.221 eV
**Charge**: -1